{"formula": "C4H12", "method": "ωB97M-V with the def2-TZVPD basis set", "orbital_gap_ev": [10.4, 2.3], "charge": 1, "relative_energy_kcal_mol": 19.7, "multiplicity": 2, "lumo_ev": [-3.7107, -11.7919], "elements": ["C", "C", "C", "C", "H", "H", "H", "H", "H", "H", "H", "H", "H", "H", "H", "H"], "positions_angstrom": [[1.86990, -0.35229, 1.83959], [-2.40382, 1.03545, -0.83633], [2.04919, -1.63008, 1.10216], [-1.51480, 0.95703, -2.11036], [-0.51240, 1.32932, -1.92156], [1.04536, 0.30853, 1.49031], [2.60281, -2.39281, 1.68184], [-2.70362, 1.99516, -0.43988], [2.41306, -1.68652, 0.07677], [2.79465, 0.23056, 1.59668], [-1.41805, 0.01151, -2.64279], [0.97052, -2.10084, 1.13909], [-3.23077, 0.38090, -1.11417], [-1.84622, 0.64404, 0.00066], [-2.01148, 1.62222, -2.83255], [1.74741, -0.50111, 2.91551]], "forces_ev_per_a": [[-1.338, -1.548, 0.263], [0.867, -1.532, -0.852], [1.630, 0.232, 0.407], [-0.588, 1.740, -0.032], [0.172, 0.204, -0.127], [0.451, 0.598, -0.105], [-0.559, -0.369, 0.038], [-0.247, 0.496, -0.830], [-0.338, 0.610, -0.049], [0.222, 0.456, -0.736], [-0.300, -0.341, 0.625], [0.007, 0.134, 0.404], [-0.409, 0.281, 0.864], [0.011, -0.789, 0.433], [0.524, -0.070, -0.058], [-0.104, -0.104, -0.245]], "nbo_charge": [-0.56, -0.61, -0.51, -0.61, 0.19, 0.35, 0.31, 0.22, 0.28, 0.41, 0.21, 0.46, 0.22, 0.17, 0.22, 0.27]}

=====

{"formula": "C34H71N13O12P", "method": "ωB97M-V with the def2-TZVPD basis set", "orbital_gap_ev": 8.3, "charge": 1, "lumo_ev": -1.9206, "elements": ["P", "O", "O", "O", "O", "O", "O", "O", "O", "O", "O", "O", "O", "N", "N", "N", "N", "N", "N", "N", "N", "N", "N", "N", "N", "N", "C", "C", "C", "C", "C", "C", "C", "C", "C", "C", "C", "C", "C", "C", "C", "C", "C", "C", "C", "C", "C", "C", "C", "C", "C", "C", "C", "C", "C", "C", "C", "C", "C", "C", "H", "H", "H", "H", "H", "H", "H", "H", "H", "H", "H", "H", "H", "H", "H", "H", "H", "H", "H", "H", "H", "H", "H", "H", "H", "H", "H", "H", "H", "H", "H", "H", "H", "H", "H", "H", "H", "H", "H", "H", "H", "H", "H", "H", "H", "H", "H", "H", "H", "H", "H", "H", "H", "H", "H", "H", "H", "H", "H", "H", "H", "H", "H", "H", "H", "H", "H", "H", "H", "H", "H"], "positions_angstrom": [[0.58954, 6.51594, 3.32768], [1.40333, 5.97812, 4.57045], [-1.22751, -8.48703, -5.01883], [-4.67127, 8.92778, 2.28409], [2.46830, -3.59201, 2.51012], [3.27692, -8.60532, -0.02772], [1.75576, 3.52397, -0.16360], [-2.60972, 6.59292, 5.47190], [0.06422, -3.43763, -2.75016], [1.56786, 6.75092, -0.29695], [0.90654, 7.92422, 3.07618], [-0.92653, 6.23377, 3.52280], [-6.02746, -7.92264, -1.92132], [0.92407, -8.43893, -4.38835], [-4.87157, -8.22482, -3.81846], [0.06748, -3.81376, -4.95992], [-0.18762, -0.71361, -0.62474], [-4.42414, 7.45303, 6.44759], [0.82729, 2.12229, 1.47512], [0.38309, 3.57030, 3.07296], [0.52597, -4.43186, 1.75819], [1.02920, 5.57726, 1.99042], [2.03585, 8.78495, 0.48061], [-3.29154, 10.10009, 0.95885], [1.19490, 3.37090, 1.05196], [5.04853, -8.51350, -1.38976], [0.92828, 0.88682, 0.73408], [0.88710, 4.23924, 2.02776], [4.27018, 2.91926, 1.99438], [2.06095, -8.02462, -3.58814], [1.62296, 7.97573, -0.49593], [2.11710, -1.03439, 0.03044], [1.19899, 8.57750, -1.80827], [-5.84574, -8.57143, -2.94015], [4.49224, -8.61824, -0.15617], [2.11717, 0.16179, 0.73918], [-6.68247, -9.78370, -3.27745], [2.11829, 10.23347, 0.49594], [0.34752, 2.30713, 2.70043], [-2.00726, -3.07292, -3.88774], [2.36768, -5.96828, 2.24953], [3.13835, 3.96680, -0.06437], [4.07916, 2.90743, 0.46074], [-2.40353, 9.11624, 3.01974], [5.42440, -8.74529, 1.02433], [-5.83518, 7.76683, 6.59864], [6.45293, -8.50240, -1.75637], [-0.39490, -5.46991, 1.32802], [-0.54948, -3.44951, -3.81155], [-3.83241, 6.76044, 5.46245], [-0.70228, -7.06954, -3.16473], [-3.54925, 9.36574, 2.07286], [-0.37156, -8.05022, -4.26548], [-0.19054, 0.44153, 0.03857], [-2.03011, 10.68551, 0.55164], [-4.69198, 6.22446, 4.35023], [-4.49445, -8.85922, -5.07163], [-0.49579, -3.89667, -6.29762], [0.93960, -1.43112, -0.61866], [1.80515, -4.57084, 2.19039], [1.78953, -6.59012, 2.93351], [-0.01883, 1.50671, 3.31334], [2.02596, 9.11509, -2.27169], [4.82444, -8.81819, 1.92552], [0.90796, -2.37017, -1.15158], [-1.28654, -5.47091, 1.95618], [-2.12198, 11.76950, 0.46420], [1.37043, 6.08169, 1.15697], [-0.41257, -4.91490, -6.67903], [5.04244, 3.13776, 0.01658], [-1.60468, 8.56806, 2.52438], [-4.09550, 10.23539, 0.36663], [5.32413, 2.93349, 2.23347], [0.36566, 9.26445, -1.66197], [-1.72350, 10.28906, -0.41937], [-1.24567, 6.40091, 4.44370], [-2.15214, -2.21550, -4.54503], [-1.25784, 10.45898, 1.27921], [2.28754, 8.30057, 1.33185], [2.50484, -8.89776, -3.10640], [3.14109, 10.54632, 0.70313], [-6.40670, 7.35552, 5.77525], [-6.21268, 7.35113, 7.53296], [2.99347, -1.65591, 0.01765], [6.70420, -7.57168, -2.26732], [6.04032, -9.64056, 0.93790], [3.38608, 4.23796, -1.08093], [0.20536, -3.47718, 1.74123], [3.38930, -5.90741, 2.61082], [-6.06005, -10.67558, -3.35341], [6.67576, -9.33146, -2.42931], [2.97876, 0.50089, 1.28721], [-1.54239, -3.61557, -6.28728], [3.80972, 1.92358, 0.09687], [-7.40824, -9.92653, -2.48371], [2.80914, -7.56036, -4.23637], [-1.76818, -6.86575, -3.19293], [0.07601, -6.44435, 1.39246], [1.76944, -7.31595, -2.82179], [3.80786, 2.06363, 2.47187], [0.88339, 7.77845, -2.47122], [-2.34366, -2.81113, -2.88975], [-5.97678, 8.84697, 6.61664], [-0.45202, -7.48585, -2.18852], [-0.16031, -6.13375, -3.30676], [-7.21166, -9.63994, -4.21975], [6.07446, -7.87311, 1.10114], [1.47332, 10.62741, 1.28148], [-0.70150, -5.29689, 0.29493], [2.37340, -6.44094, 1.26834], [3.22130, 4.87492, 0.52046], [-2.01645, 10.05796, 3.41128], [4.36172, -8.43726, -2.12101], [7.07720, -8.59385, -0.87491], [-4.05335, 5.70362, 3.64376], [0.03914, -3.22908, -6.97384], [1.81103, 10.64673, -0.45873], [-2.60406, -3.90827, -4.25536], [-5.43551, 5.52759, 4.73845], [1.03897, -4.05312, -4.83908], [-5.12037, -9.72138, -5.27530], [-5.19170, 7.04270, 3.82964], [-1.09680, 1.02617, 0.04296], [-3.78549, 7.78674, 7.15314], [3.85968, 3.83689, 2.40517], [-2.76153, 8.51863, 3.84893], [-4.60063, -8.14796, -5.89260], [-3.45419, -9.17191, -5.02029], [-4.35286, -7.41071, -3.53284], [0.90849, 5.34828, 5.10903], [1.07932, -9.10090, -5.13203]], "forces_ev_per_a": [[0.121, 1.420, -0.171], [-0.244, -0.367, 0.185], [0.024, 0.063, -0.038], [0.015, 0.004, -0.005], [-0.053, 0.092, -0.080], [-0.022, 0.067, 0.038], [-0.283, 0.475, 0.093], [0.334, 0.031, 0.353], [0.026, -0.140, -0.094], [0.135, -0.104, -0.335], [0.479, -0.161, -0.500], [0.402, -0.671, 0.285], [-0.004, -0.016, -0.005], [-0.069, 0.178, 0.090], [-0.069, -0.067, -0.089], [-0.086, 0.003, -0.032], [0.114, 0.196, 0.198], [0.000, -0.044, 0.000], [-0.036, -0.755, 0.491], [-0.134, -0.208, 0.187], [0.032, -0.084, -0.002], [-0.113, -0.866, 0.985], [0.286, -0.037, -0.193], [0.069, -0.022, 0.021], [0.174, -0.006, -0.338], [0.149, 0.013, 0.058], [0.184, 0.332, -0.242], [-0.016, 0.717, -0.207], [-0.156, 0.156, -0.627], [0.013, -0.261, -0.374], [-0.128, 0.282, 0.232], [-0.497, 0.505, 0.237], [0.050, -0.180, -0.023], [-0.007, 0.025, 0.038], [-0.065, 0.006, 0.023], [-0.640, -0.468, -0.361], [-0.023, 0.023, 0.056], [-0.009, -0.122, 0.106], [0.088, 0.283, 0.066], [0.007, 0.009, 0.093], [0.072, 0.033, 0.055], [0.445, -0.363, -0.190], [0.385, 0.313, 0.515], [-0.113, 0.078, -0.046], [-0.066, 0.001, 0.016], [0.162, 0.047, 0.141], [-0.250, 0.003, -0.152], [-0.025, 0.253, -0.011], [-0.019, 0.028, 0.043], [-0.136, -0.027, -0.209], [0.021, -0.011, -0.058], [-0.091, -0.064, 0.089], [-0.073, -0.049, 0.060], [0.597, -0.369, 0.055], [-0.238, 0.001, -0.087], [0.023, -0.021, 0.016], [0.094, 0.172, 0.192], [0.242, -0.069, 0.095], [0.314, 0.190, 0.216], [0.054, 0.012, -0.032], [-0.017, -0.057, -0.055], [-0.063, -0.270, -0.022], [-0.033, 0.077, 0.012], [-0.047, -0.002, -0.010], [-0.088, -0.022, -0.109], [-0.002, -0.073, 0.002], [0.073, 0.007, 0.023], [-0.034, 0.062, -0.702], [-0.074, -0.002, -0.024], [0.172, -0.004, -0.188], [0.138, 0.118, 0.038], [-0.014, 0.015, -0.012], [0.209, -0.218, 0.181], [0.038, 0.052, -0.009], [0.062, 0.002, 0.018], [-1.005, -0.007, -0.201], [-0.049, -0.038, -0.055], [0.020, -0.015, 0.018], [-0.236, 0.205, 0.198], [-0.006, 0.064, 0.123], [-0.001, 0.043, -0.050], [0.001, -0.005, -0.036], [-0.050, -0.021, -0.028], [0.109, -0.198, -0.020], [0.071, 0.012, 0.048], [0.064, 0.034, -0.001], [-0.221, -0.067, -0.307], [-0.029, 0.018, -0.007], [0.014, 0.055, 0.033], [-0.013, -0.012, -0.072], [0.073, -0.023, 0.045], [0.062, -0.034, 0.127], [-0.027, 0.006, 0.010], [-0.067, -0.042, -0.248], [0.004, 0.034, 0.035], [0.056, 0.064, 0.119], [-0.023, -0.042, -0.041], [0.020, -0.022, -0.001], [-0.046, -0.007, 0.039], [-0.080, -0.071, 0.272], [-0.003, -0.036, 0.018], [0.041, 0.002, 0.030], [-0.049, -0.001, -0.047], [0.058, 0.070, 0.022], [0.041, 0.000, 0.138], [0.034, -0.056, -0.037], [0.061, -0.038, -0.009], [-0.019, 0.024, -0.020], [0.008, -0.063, -0.015], [-0.058, -0.104, -0.021], [-0.291, 0.211, 0.169], [0.128, -0.032, -0.050], [0.034, 0.009, -0.088], [0.010, -0.005, 0.032], [0.043, 0.001, 0.004], [-0.061, 0.024, -0.030], [-0.005, 0.002, -0.030], [-0.024, 0.035, -0.066], [-0.046, 0.034, -0.009], [0.025, 0.006, -0.018], [-0.068, 0.006, 0.049], [-0.008, -0.004, -0.022], [-0.216, 0.094, -0.049], [-0.005, 0.023, 0.019], [-0.161, 0.072, 0.254], [-0.045, -0.002, 0.005], [-0.021, -0.078, -0.072], [0.009, -0.054, -0.127], [0.039, 0.007, 0.003], [0.134, -0.198, 0.005], [0.007, -0.025, -0.002]], "mulliken_charge": [0.53, -0.55, -0.66, -0.67, -0.67, -0.63, -0.36, -0.84, -0.65, -0.71, -0.69, -0.19, -0.66, -0.14, -0.08, -0.10, -0.43, -0.17, 0.36, -0.41, -0.10, 0.36, -0.04, -0.15, 0.21, -0.03, 0.08, 0.39, -0.96, -0.93, 0.91, -1.17, -1.45, 0.83, 1.00, 0.15, -1.24, -0.96, -0.24, -1.51, -1.21, -0.29, -0.74, -0.24, -1.51, -0.86, -0.94, -0.79, 0.83, 0.89, -0.75, 0.66, 0.67, -0.39, -0.61, -1.36, -0.77, -0.91, -0.60, 0.87, 0.39, 0.45, 0.42, 0.29, 0.89, 0.31, 0.29, 0.22, 0.28, 0.52, 0.11, 0.25, 0.39, 0.29, 0.25, 0.38, 0.41, 0.10, 0.12, 0.36, 0.34, 0.33, 0.31, 0.40, 0.29, 0.45, 0.47, 0.18, 0.31, 0.34, 0.30, 0.69, 0.34, 0.37, 0.29, 0.25, 0.05, 0.31, 0.35, 0.25, 0.31, 0.30, 0.29, 0.41, 0.14, 0.35, 0.38, 0.27, 0.21, 0.23, 0.21, 0.42, 0.06, 0.36, 0.19, 0.32, 0.38, 0.38, 0.47, 0.24, 0.35, 0.39, 0.42, 0.25, 0.22, -0.43, 0.25, 0.25, 0.10, 0.37, 0.25]}